Run a
DFT (ωB97M-V with the def2-TZVPD basis set) results for a cluster of 3 separate species, C6H10O3 in total.

Calculated values
* frontier orbital gap: 8.71 eV
* E_LUMO: -0.0240 hartree

```
! RIJCOSX wB97M-V def2-TZVPD def2/J DEFGRID3
* xyz 0 1
C -0.61264 -1.58974 0.07321
C 0.77800 -1.11874 0.45613
C -0.42336 -0.75962 1.26113
C -1.01537 0.65037 0.94322
C -0.91176 -0.61037 -1.05778
C 0.48588 -0.35736 -1.69254
H 1.61088 1.57733 0.38291
H -0.93826 -2.61367 0.11017
H 1.58997 -1.71203 0.82310
H -0.49018 -1.20585 2.22732
H 2.66909 2.81538 1.11532
H -1.94769 0.87994 1.48351
H -0.22061 1.45494 1.07594
H -1.59297 -1.01777 -1.84214
H 0.51452 0.63990 -2.10788
H 0.91166 -1.19140 -2.37345
O 1.13748 2.48902 0.77439
O -1.42177 0.60428 -0.41547
O 1.29542 -0.20756 -0.45830
*
```



Run b
DFT (ωB97M-V with the def2-TZVPD basis set) results for a structure of composition C6H10O3.

Calculated values
* frontier orbital gap: 9.91 eV
* E_LUMO: 0.0157 hartree

```
! RIJCOSX wB97M-V def2-TZVPD def2/J DEFGRID3
* xyz 0 1
C -0.49476 -1.01569 -0.88812
C -0.55849 0.24448 -1.66276
C 0.27334 0.96459 -0.60580
C -1.67545 -1.38729 -0.03651
C 1.52779 1.49364 1.62494
C 0.76893 0.28745 1.13621
O 0.52685 -1.76237 -0.91027
O 1.01394 2.53229 1.95060
O 1.49004 -0.81646 1.10847
H 1.20758 -1.44590 0.15000
H 2.62157 1.32665 1.68524
H -0.05625 0.16939 -2.61970
H -1.56560 0.64558 -1.74882
H -0.22748 0.23097 1.59738
H -0.19178 1.89562 -0.29537
H 1.28736 1.12558 -0.95614
H -2.19389 -0.51940 0.35665
H -1.37503 -2.03981 0.78843
H -2.37869 -1.92929 -0.67443
*
```



run b is preferred energetically. Next in line: 3.182 eV higher.